1.
The following is a quantum chemistry calculation of a 2-piece molecular cluster, C5H13N3O2 overall at a distorted geometry, from the OMol25 dataset.

Positions of all 23 atoms, in Å:
H  1.198  2.362  1.396
N  1.225  2.088  0.441
C  1.806  1.383  -0.420
N  1.317  1.354  -1.728
N  2.942  0.622  -0.070
C  3.127  -0.724  -0.654
H  2.111  1.459  -2.371
H  0.836  2.230  -1.938
H  2.916  0.523  0.930
H  2.884  -0.706  -1.718
H  2.393  -1.433  -0.236
H  4.156  -1.004  -0.453
C  -2.982  -1.938  1.117
C  -1.963  -0.910  0.627
C  -2.663  0.323  0.052
O  -3.727  0.363  -0.480
O  -1.879  1.439  0.110
H  -3.884  -1.959  0.493
H  -3.380  -1.574  2.074
H  -2.661  -2.975  1.190
H  -1.098  -0.875  1.282
H  -1.536  -1.297  -0.322
H  -1.137  1.250  0.678

LUMO level, eV: 0.6
Net charge: 0
SMILES: [H]/N=C(/N)NC.CCC(=O)O

How positive or negative is each atom? The Mulliken charges in e answer that: atom 1 (H): 0.175, atom 2 (N): -0.638, atom 3 (C): 0.478, atom 4 (N): -0.557, atom 5 (N): -0.325, atom 6 (C): -0.815, atom 7 (H): 0.261, atom 8 (H): 0.304, atom 9 (H): 0.299, atom 10 (H): 0.331, atom 11 (H): 0.252, atom 12 (H): 0.274, atom 13 (C): -1.243, atom 14 (C): -0.162, atom 15 (C): 0.483, atom 16 (O): -0.540, atom 17 (O): -0.470, atom 18 (H): 0.316, atom 19 (H): 0.314, atom 20 (H): 0.345, atom 21 (H): 0.395, atom 22 (H): 0.220, atom 23 (H): 0.304



2.
The following is a quantum chemistry calculation of a 2-piece molecular cluster, C5H13N3O2 overall at a distorted geometry, from the OMol25 dataset.

Positions of all 23 atoms, in Å:
C  -1.974  0.884  -3.417
C  -2.244  0.753  -1.915
O  -1.010  0.429  -1.350
O  -3.217  0.479  -1.229
H  -1.781  -0.143  -3.961
H  -1.013  1.449  -3.633
H  -2.922  1.322  -3.925
C  1.491  -0.317  0.014
C  2.504  -1.314  0.764
C  0.077  0.180  1.886
N  1.253  0.622  1.161
N  0.169  0.257  3.249
N  -0.955  -0.257  1.252
H  1.986  0.132  -0.926
H  0.651  -0.877  -0.265
H  2.685  -2.286  0.186
H  2.168  -1.758  1.774
H  0.990  1.586  0.906
H  1.037  0.331  3.673
H  -0.621  0.390  3.854
H  -1.102  -0.063  -0.521
H  -1.667  -0.921  1.443
H  3.494  -0.877  0.980

LUMO level (spin up / spin down), eV: -3.7 / -9.0
2S+1: 2
Net charge: +1

How positive or negative is each atom? The Mulliken charges in e answer that: atom 1 (C): -0.920, atom 2 (C): 0.748, atom 3 (O): -0.356, atom 4 (O): -0.529, atom 5 (H): 0.271, atom 6 (H): 0.313, atom 7 (H): 0.309, atom 8 (C): -0.213, atom 9 (C): -1.097, atom 10 (C): 0.455, atom 11 (N): -0.249, atom 12 (N): -0.306, atom 13 (N): -0.321, atom 14 (H): 0.376, atom 15 (H): 0.346, atom 16 (H): 0.350, atom 17 (H): 0.264, atom 18 (H): 0.304, atom 19 (H): 0.239, atom 20 (H): 0.268, atom 21 (H): 0.204, atom 22 (H): 0.199, atom 23 (H): 0.345



3.
The following is a quantum chemistry calculation of a 2-piece molecular cluster, C5H13N3S overall at a distorted geometry, from the OMol25 dataset.

Positions of all 22 atoms, in Å:
C  0.239  1.595  0.370
C  1.476  1.161  0.290
C  2.311  -0.864  1.416
C  1.121  -1.085  -0.859
C  1.936  -0.218  0.115
N  -2.063  -0.801  -1.839
N  -2.649  -0.398  -0.758
N  -3.311  0.681  -0.599
S  -4.166  0.744  0.848
H  -0.538  0.918  0.276
H  -0.029  2.571  0.658
H  2.262  1.986  0.307
H  2.396  -1.905  1.318
H  1.573  -0.709  2.194
H  3.233  -0.557  2.026
H  1.210  -0.732  -2.065
H  0.048  -0.934  -0.735
H  1.397  -2.185  -0.692
H  2.842  -0.108  -0.506
H  -2.222  -0.092  -2.532
H  -2.367  -1.047  -0.035
H  -4.699  1.978  0.802

LUMO level (spin up / spin down), eV: 0.4 / 0.4
Net charge: 0

How positive or negative is each atom? The Mulliken charges in e answer that: atom 1 (C): -0.607, atom 2 (C): -0.169, atom 3 (C): -1.339, atom 4 (C): -0.686, atom 5 (C): 0.759, atom 6 (N): -0.719, atom 7 (N): 0.609, atom 8 (N): -0.468, atom 9 (S): -0.165, atom 10 (H): 0.013, atom 11 (H): 0.315, atom 12 (H): 0.218, atom 13 (H): 0.381, atom 14 (H): 0.350, atom 15 (H): 0.315, atom 16 (H): 0.221, atom 17 (H): -0.153, atom 18 (H): 0.300, atom 19 (H): 0.105, atom 20 (H): 0.255, atom 21 (H): 0.298, atom 22 (H): 0.168



4.
The following is a quantum chemistry calculation of a 2-piece molecular cluster, C5H13N3S overall at a distorted geometry, from the OMol25 dataset.

Positions of all 22 atoms, in Å:
C  -0.137  -1.295  -0.373
C  -1.572  1.230  -0.526
C  -3.608  0.682  0.800
C  2.501  -0.018  -0.750
C  -2.398  0.194  0.084
N  3.784  0.691  1.119
N  0.193  -2.546  -0.470
N  3.277  -0.111  0.321
S  -1.769  -1.311  0.512
H  -2.068  2.264  -0.606
H  -0.596  1.469  -0.087
H  -1.137  1.027  -1.536
H  -4.490  0.123  0.428
H  -3.627  1.733  0.715
H  -3.572  0.384  1.843
H  1.414  -0.355  -0.451
H  2.666  -0.998  -1.410
H  2.308  0.895  -1.278
H  3.893  1.654  0.933
H  4.284  0.375  2.042
H  0.999  -2.688  -1.061
H  -0.344  -3.401  -0.250

LUMO level, eV: -8.9
Net charge: +2

How positive or negative is each atom? The Mulliken charges in e answer that: atom 1 (C): -0.051, atom 2 (C): -1.252, atom 3 (C): -1.214, atom 4 (C): -0.242, atom 5 (C): 0.991, atom 6 (N): -0.169, atom 7 (N): -0.176, atom 8 (N): 0.069, atom 9 (S): -0.061, atom 10 (H): 0.330, atom 11 (H): 0.345, atom 12 (H): 0.428, atom 13 (H): 0.383, atom 14 (H): 0.379, atom 15 (H): 0.401, atom 16 (H): -0.043, atom 17 (H): 0.340, atom 18 (H): 0.438, atom 19 (H): 0.265, atom 20 (H): 0.332, atom 21 (H): 0.248, atom 22 (H): 0.260



5.
The following is a quantum chemistry calculation of an isolated molecule of C5H13N3Si at a distorted geometry, from the OMol25 dataset.

Positions of all 22 atoms, in Å:
C  -2.913  0.699  -0.478
C  -2.778  -0.818  -0.404
C  1.291  -1.548  1.058
C  1.282  1.708  1.451
C  1.292  0.525  -1.324
N  -2.071  1.363  0.096
N  -1.837  -1.036  0.749
N  -0.927  -0.068  0.926
Si  0.761  0.157  0.450
H  -3.668  1.088  -1.268
H  -3.694  -1.394  -0.188
H  -2.491  -1.372  -1.311
H  1.840  -1.424  1.924
H  0.425  -2.189  1.239
H  2.007  -2.058  0.447
H  2.020  1.984  0.685
H  0.470  2.478  1.785
H  1.769  1.472  2.380
H  2.356  0.551  -1.518
H  0.815  -0.017  -2.161
H  1.052  1.542  -1.593
H  -2.399  -0.998  1.651

LUMO level (spin up / spin down), eV: 0.7 / 0.7
Net charge: 0

How positive or negative is each atom? The Mulliken charges in e answer that: atom 1 (C): 0.199, atom 2 (C): -0.591, atom 3 (C): -1.213, atom 4 (C): -0.958, atom 5 (C): -1.194, atom 6 (N): -0.536, atom 7 (N): -0.276, atom 8 (N): -0.015, atom 9 (Si): 0.449, atom 10 (H): 0.296, atom 11 (H): 0.319, atom 12 (H): 0.243, atom 13 (H): 0.386, atom 14 (H): 0.326, atom 15 (H): 0.369, atom 16 (H): 0.241, atom 17 (H): 0.257, atom 18 (H): 0.364, atom 19 (H): 0.386, atom 20 (H): 0.329, atom 21 (H): 0.366, atom 22 (H): 0.251



6.
The following is a quantum chemistry calculation of C5H13N4 as an isolated structure at a distorted geometry, from the OMol25 dataset.

Positions of all 22 atoms, in Å:
C  1.250  -1.183  -0.425
C  0.024  -1.600  0.354
C  -0.012  2.316  0.379
C  -0.976  0.028  0.838
C  -0.064  0.888  -0.025
N  1.354  -1.371  -1.874
N  -0.484  -2.685  0.519
N  -2.355  -0.055  0.504
N  1.337  0.311  -0.089
H  2.256  -1.713  0.008
H  0.289  2.556  1.453
H  -0.907  2.863  0.392
H  0.553  3.017  -0.401
H  -0.637  0.254  1.913
H  -0.386  0.926  -1.163
H  1.786  -2.274  -2.007
H  -1.345  -2.807  1.026
H  -2.587  0.645  -0.227
H  -3.021  -0.314  1.150
H  1.817  0.909  -0.858
H  0.433  -1.265  -2.277
H  1.675  0.555  0.810

LUMO level, eV: -3.0
Net charge: +1

How positive or negative is each atom? The Mulliken charges in e answer that: atom 1 (C): -0.073, atom 2 (C): 0.148, atom 3 (C): -1.377, atom 4 (C): 0.014, atom 5 (C): -0.366, atom 6 (N): -0.577, atom 7 (N): -0.532, atom 8 (N): -0.421, atom 9 (N): -0.105, atom 10 (H): 0.415, atom 11 (H): 0.358, atom 12 (H): 0.423, atom 13 (H): 0.363, atom 14 (H): 0.287, atom 15 (H): 0.282, atom 16 (H): 0.310, atom 17 (H): 0.289, atom 18 (H): 0.219, atom 19 (H): 0.227, atom 20 (H): 0.439, atom 21 (H): 0.247, atom 22 (H): 0.430



7.
The following is a quantum chemistry calculation of a 2-piece molecular cluster, C5H13N5 overall at a distorted geometry, from the OMol25 dataset.

Positions of all 23 atoms, in Å:
H  0.312  2.472  -0.353
N  0.138  1.480  -0.456
C  -1.098  1.236  -0.248
N  -1.627  -0.021  -0.304
C  -2.912  -0.469  -0.116
N  -3.930  0.257  0.165
N  -5.085  -0.482  0.286
H  -1.837  2.013  -0.009
H  -0.934  -0.727  -0.515
H  -2.977  -1.563  -0.235
H  -5.763  0.107  0.752
H  -5.486  -0.674  -0.643
C  3.592  -0.563  -0.425
C  3.228  0.558  0.568
N  1.819  0.181  0.424
C  2.200  -1.136  -0.098
H  4.466  -1.178  -0.199
H  3.663  -0.200  -1.456
H  3.472  1.594  0.281
H  3.639  0.365  1.569
H  1.279  0.173  1.278
H  2.250  -1.923  0.668
H  1.589  -1.499  -0.935

LUMO level, eV: 0.9
Net charge: 0
SMILES: [H]/N=C/N/C=N/N.C1CNC1

How positive or negative is each atom? The Mulliken charges in e answer that: atom 1 (H): 0.198, atom 2 (N): -0.467, atom 3 (C): -0.046, atom 4 (N): -0.074, atom 5 (C): -0.013, atom 6 (N): -0.261, atom 7 (N): -0.641, atom 8 (H): 0.327, atom 9 (H): 0.178, atom 10 (H): 0.322, atom 11 (H): 0.266, atom 12 (H): 0.225, atom 13 (C): -0.597, atom 14 (C): -0.488, atom 15 (N): -0.151, atom 16 (C): -0.460, atom 17 (H): 0.317, atom 18 (H): 0.217, atom 19 (H): 0.225, atom 20 (H): 0.233, atom 21 (H): 0.197, atom 22 (H): 0.233, atom 23 (H): 0.260



8.
The following is a quantum chemistry calculation of an isolated ion of composition C5H13N5 and charge +2 at a distorted geometry, from the OMol25 dataset.

Positions of all 23 atoms, in Å:
C  2.052  -0.324  -1.787
N  1.545  0.906  -1.130
N  2.263  2.060  -1.334
C  0.442  0.876  -0.398
N  0.097  1.810  0.551
C  -1.087  1.817  1.298
N  -1.932  0.909  1.376
C  -2.048  -0.409  1.067
C  -1.203  -1.423  1.195
N  -1.735  -2.770  0.927
H  3.123  -0.143  -1.674
H  1.645  -1.178  -1.204
H  1.775  -0.589  -2.812
H  1.834  2.909  -1.193
H  2.910  2.009  -2.040
H  -0.078  -0.123  -0.234
H  0.603  2.673  0.663
H  -1.451  2.673  1.862
H  -3.165  -0.729  0.780
H  -0.187  -1.325  1.495
H  -0.912  -3.305  0.514
H  -2.517  -2.846  0.321
H  -1.974  -3.476  1.757

LUMO level, eV: -7.8
Net charge: +2
SMILES: C/[N+](N)=C/N/C=N\C=C\[NH3+]

How positive or negative is each atom? The Mulliken charges in e answer that: atom 1 (C): -0.738, atom 2 (N): 0.508, atom 3 (N): -0.649, atom 4 (C): 0.296, atom 5 (N): -0.154, atom 6 (C): -0.006, atom 7 (N): -0.299, atom 8 (C): -0.334, atom 9 (C): -0.259, atom 10 (N): -0.387, atom 11 (H): 0.372, atom 12 (H): 0.269, atom 13 (H): 0.299, atom 14 (H): 0.188, atom 15 (H): 0.249, atom 16 (H): 0.059, atom 17 (H): 0.249, atom 18 (H): 0.405, atom 19 (H): 0.186, atom 20 (H): 0.559, atom 21 (H): 0.413, atom 22 (H): 0.368, atom 23 (H): 0.406



Energy relative to the best compared isomer or geometry (same formula, charge and spin) in kcal per mole, matching the order above: 33.7; 63.0; 101.9; 131.7; 35.0; 71.5; 50.8; 64.5